Molecular formula: C19H8AuBrF8NO2Se
Method: DFT, wB97M-V/def2-TZVPD

Structure (XYZ):
```
41
Properties=species:S:1:pos:R:3:forces:R:3:lowdin_charge:R:1
Au -14.2938 -10.4201 4.0791 0.793 0.333 -0.455 0.928
F -21.2081 -11.0759 4.5630 1.127 -0.290 0.538 0.121
C -20.2405 -11.2616 5.5135 -0.600 -1.657 -0.315 -0.509
F -20.3568 -12.5901 5.9584 -0.260 2.035 -0.454 0.077
F -20.5748 -10.4385 6.5103 0.295 -0.312 0.055 0.157
C -18.8107 -11.0524 5.0382 0.085 1.580 -0.948 -0.079
C -18.4587 -9.8173 4.3899 -0.096 -1.271 1.151 0.030
C -17.1152 -9.6013 4.1048 -0.502 -0.285 0.162 -0.103
N -16.2129 -10.5224 4.4982 0.073 0.006 0.292 -0.184
C -16.5197 -11.6707 5.1365 -0.192 0.348 -1.001 -0.097
C -17.8393 -12.0081 5.3077 -0.967 -0.047 0.980 0.020
H -19.2020 -9.0404 4.2396 0.087 -0.209 -0.200 0.123
H -16.7567 -8.6870 3.5794 -0.175 -1.003 0.581 0.131
H -15.6904 -12.3301 5.4096 -0.357 0.278 -0.091 0.119
H -18.1267 -12.9438 5.7891 0.232 0.295 -0.222 0.134
F -12.4182 -20.1495 6.9985 -0.059 -1.134 0.356 0.097
C -12.2084 -18.9157 6.5806 -0.266 1.736 -0.777 -0.176
C -11.0382 -18.5492 5.8895 -1.335 0.502 -0.388 -0.144
F -10.2228 -19.4649 5.3164 -0.009 0.034 0.885 0.079
C -10.9366 -17.2257 5.4733 -0.505 0.046 -0.641 -0.260
F -9.8986 -16.9619 4.6520 -0.113 0.039 0.324 0.033
C -11.9871 -16.2788 5.5731 1.126 -0.146 -0.096 -0.656
Se -11.9933 -14.6528 4.6585 0.299 0.576 -0.265 0.433
C -13.1121 -16.6620 6.2806 0.129 0.011 -0.706 -0.303
F -14.1290 -15.7697 6.3234 -0.024 -0.940 0.616 0.006
C -13.2478 -17.9625 6.7155 0.012 -0.320 1.109 -0.131
F -14.3824 -18.2808 7.4149 0.624 -0.272 -0.413 0.055
Br -5.8917 -10.4095 2.1850 0.937 0.272 -0.360 0.737
C -7.7041 -10.0112 2.3818 -0.193 -1.682 0.748 -0.737
C -8.4448 -11.0498 2.9350 -1.041 -0.065 0.290 -0.123
C -9.8223 -10.8757 3.1640 1.302 0.375 -0.367 0.015
C -10.4192 -9.6562 2.8177 1.187 0.329 0.034 -0.137
C -9.6265 -8.6417 2.2586 -0.737 0.276 0.342 -0.017
C -8.2679 -8.8202 2.0522 -0.442 0.980 -1.127 -0.141
C -11.8514 -9.3985 3.1151 -0.397 1.011 -0.720 -0.614
O -12.3732 -8.2899 2.8610 0.415 -2.070 0.739 -0.028
O -12.3837 -10.4857 3.5972 -0.315 0.950 -0.016 -0.282
H -7.9768 -12.0029 3.2017 -0.144 0.469 -0.119 0.102
H -10.3512 -11.6835 3.6373 -0.370 -0.040 -0.027 0.100
H -10.0946 -7.6664 2.0359 0.213 -0.751 0.026 0.123
H -7.7282 -8.0782 1.4689 0.163 0.014 0.477 0.104
```
Forces are in eV/Å.

The LUMO energy comes out at 0.72 eV. As for the total charge: -1. For the energy above the lowest of the compared OMol25 structures with the same formula, charge and spin, the calculation gives 34.9 kJ/mol. The value obtained for the electronic energy is -6844.18760 Ha.